The following is a quantum chemistry calculation of C27H23Br2EuF6N4O5S4Te as an isolated structure at a distorted geometry, from OMol25.

The HOMO-LUMO gap (spin up / spin down) comes out at 0.2018 / 0.2020 hartree. The expectation value of S² is 15.76. The energy above the lowest of the compared OMol25 structures with the same formula, charge and spin comes out at 0.00 kJ/mol. Its spin multiplicity is 8. Its total charge is -1. Its LUMO energy (spin up / spin down) is 1.89 / 1.89 eV. The largest force on an atom is 3.58 eV/Å. For the HOMO energy (spin up / spin down), the calculation gives -0.1325 / -0.1327 Ha. Its calculated total energy is -9956.22286 a.u.

Cartesian coordinates (Å):
Eu: 16.56 11.71 12.06
Br: 19.96 8.58 9.12
C: 20.14 9.13 10.97
Br: 18.64 8.40 11.95
H: 20.07 10.21 11.03
H: 21.11 8.75 11.32
F: 18.96 14.81 14.57
C: 18.31 14.81 13.39
F: 17.06 14.32 13.56
F: 18.16 16.10 13.00
S: 19.24 13.83 12.12
O: 19.31 12.50 12.74
O: 20.45 14.59 11.88
N: 18.16 13.78 10.96
S: 18.49 12.78 9.75
O: 19.86 12.71 9.29
O: 17.88 11.48 9.96
C: 17.50 13.84 8.58
F: 17.45 13.14 7.42
F: 16.28 14.05 9.14
F: 18.10 15.04 8.40
N: 6.52 14.52 11.95
C: 7.70 14.39 12.04
C: 9.09 14.07 12.05
C: 10.07 15.07 11.85
C: 11.39 14.77 11.90
C: 11.80 13.39 11.96
C: 10.84 12.38 12.08
C: 9.49 12.72 12.16
C: 13.16 13.10 11.72
C: 14.36 12.97 11.65
H: 9.71 16.11 11.73
H: 12.16 15.47 11.89
H: 11.20 11.35 12.12
H: 8.77 11.93 12.33
O: 16.38 11.71 14.29
S: 16.46 12.55 15.58
C: 15.24 11.83 16.73
C: 15.96 11.26 17.97
C: 17.51 11.40 17.83
C: 17.90 11.89 16.41
H: 14.72 11.07 16.16
H: 14.63 12.66 16.97
H: 15.72 10.19 18.08
H: 15.62 11.80 18.87
H: 17.93 10.41 18.03
H: 17.95 12.07 18.55
H: 18.30 11.13 15.76
H: 18.65 12.72 16.45
Te: 15.06 8.14 13.57
C: 16.00 7.43 15.25
C: 15.44 7.11 16.46
C: 16.38 6.93 17.51
C: 17.65 7.11 17.10
S: 17.75 7.43 15.39
H: 14.35 6.94 16.62
H: 16.10 6.62 18.53
H: 18.57 7.02 17.63
N: 14.58 10.40 8.08
C: 14.66 10.89 9.36
N: 15.17 9.97 10.20
C: 15.36 8.78 9.47
C: 15.72 7.50 9.87
C: 15.87 6.54 8.85
C: 15.59 6.82 7.52
C: 15.12 8.08 7.07
C: 15.08 9.04 8.07
H: 14.25 10.93 7.27
H: 14.34 11.87 9.68
H: 15.82 7.22 10.90
H: 16.23 5.52 9.10
H: 15.65 6.05 6.76
H: 14.81 8.31 6.08

Atomic partial charges in e from the Löwdin method, atoms 1 to 6: Eu 1.44; Br 0.55; C -1.03; Br 0.55; H -0.04; H 0.01

---

The following is a quantum chemistry calculation of C50H47BrIrN5O2P2Te as an isolated structure at a distorted geometry, from OMol25.

The HOMO-LUMO gap comes out at 0.2868 hartree. The energy above the lowest of the compared OMol25 structures with the same formula, charge and spin comes out at 63.17 kJ/mol. Its total charge is +2. Its LUMO energy is -4.88 eV. The largest force on an atom is 1.51 eV/Å. For the HOMO energy, the calculation gives -0.4663 Ha. Its calculated total energy is -5986.56880 a.u.

Cartesian coordinates (Å):
Ir: -0.40 0.56 -0.67
C: 0.69 3.09 0.45
N: -0.58 2.51 0.01
C: -1.76 2.71 0.85
C: -2.81 1.85 0.23
N: -2.46 0.77 -0.45
C: -3.66 0.16 -0.84
C: -3.93 -0.99 -1.58
C: -5.25 -1.31 -1.82
C: -6.30 -0.51 -1.34
C: -6.05 0.64 -0.61
C: -4.72 0.95 -0.38
N: -4.13 2.01 0.30
C: 1.71 2.49 -0.45
N: 1.56 1.25 -0.89
C: 2.70 0.98 -1.68
C: 3.10 -0.15 -2.40
C: 4.29 -0.07 -3.09
C: 5.07 1.09 -3.09
C: 4.69 2.22 -2.39
C: 3.49 2.13 -1.69
N: 2.83 3.06 -0.91
H: 0.89 2.77 1.48
H: 0.68 4.18 0.42
H: -0.85 2.93 -0.93
H: -2.06 3.77 0.88
H: -1.55 2.39 1.87
H: -3.14 -1.62 -1.94
H: -5.49 -2.20 -2.38
H: -7.32 -0.79 -1.54
H: -6.86 1.26 -0.24
H: -4.61 2.78 0.73
H: 2.50 -1.04 -2.44
H: 4.62 -0.92 -3.67
H: 6.00 1.11 -3.65
H: 5.28 3.12 -2.39
H: 3.12 4.01 -0.74
C: -0.81 -3.52 -1.89
Te: -0.32 -1.52 -2.42
C: -1.67 -1.38 -4.05
H: -1.88 -3.69 -1.98
H: -0.48 -3.73 -0.87
H: -0.27 -4.15 -2.59
H: -1.05 -1.54 -4.93
H: -2.12 -0.39 -4.07
H: -2.43 -2.15 -3.95
C: 0.26 -0.32 2.97
P: -0.33 -0.72 1.27
C: -2.05 -1.23 1.62
C: -2.61 -2.36 1.04
C: -3.95 -2.67 1.25
C: -4.75 -1.84 2.03
C: -4.20 -0.70 2.60
C: -2.86 -0.40 2.40
C: 0.61 -2.24 0.97
C: 0.33 -3.43 1.66
C: 1.13 -4.54 1.48
C: 2.23 -4.49 0.63
C: 2.54 -3.30 -0.02
C: 1.74 -2.19 0.16
P: 1.52 0.97 3.42
C: 3.03 0.33 2.61
C: 3.93 1.25 2.08
C: 5.14 0.83 1.55
C: 5.46 -0.52 1.53
C: 4.57 -1.44 2.07
C: 3.38 -1.02 2.62
C: 1.83 0.41 5.14
C: 3.12 0.52 5.67
C: 3.38 0.14 6.97
C: 2.37 -0.35 7.78
C: 1.08 -0.45 7.27
C: 0.81 -0.06 5.96
H: 0.61 -1.28 3.37
H: -0.64 -0.06 3.53
H: -2.01 -3.01 0.42
H: -4.37 -3.56 0.80
H: -5.79 -2.08 2.19
H: -4.81 -0.06 3.22
H: -2.45 0.49 2.87
H: -0.51 -3.48 2.35
H: 0.91 -5.46 2.02
H: 2.86 -5.36 0.50
H: 3.42 -3.24 -0.65
H: 2.02 -1.25 -0.30
H: 3.70 2.31 2.14
H: 5.85 1.56 1.17
H: 6.40 -0.84 1.11
H: 4.83 -2.49 2.08
H: 2.72 -1.74 3.08
H: 3.93 0.91 5.06
H: 4.39 0.23 7.36
H: 2.57 -0.65 8.79
H: 0.28 -0.82 7.90
H: -0.21 -0.13 5.60
Br: 1.51 1.98 -4.85
C: -0.26 2.27 -5.46
C: -0.48 2.35 -6.83
C: -1.76 2.58 -7.30
C: -2.82 2.75 -6.42
C: -2.59 2.69 -5.05
C: -1.31 2.44 -4.57
C: -1.11 2.38 -3.09
O: -1.37 3.35 -2.37
O: -0.67 1.25 -2.64
H: 0.35 2.23 -7.51
H: -1.93 2.64 -8.37
H: -3.81 2.94 -6.79
H: -3.40 2.84 -4.35

Atomic partial charges in e from the Löwdin method, atoms 1 to 6: Ir 1.01; C -0.08; N -0.18; C -0.07; C -0.30; N 0.00

---

The following is a quantum chemistry calculation of C19H24F6NNiO4PSb2 as an isolated structure at a distorted geometry, from OMol25.

The HOMO-LUMO gap (spin up / spin down) comes out at 0.2507 / 0.2414 hartree. The expectation value of S² is 3.78. The energy above the lowest of the compared OMol25 structures with the same formula, charge and spin comes out at 40.10 kJ/mol. Its spin multiplicity is 4. Its total charge is +1. Its LUMO energy (spin up / spin down) is -3.66 / -4.87 eV. The largest force on an atom is 1.98 eV/Å. For the HOMO energy (spin up / spin down), the calculation gives -0.3853 / -0.4204 Ha. Its calculated total energy is -4023.47934 a.u.

Cartesian coordinates (Å):
Ni: -1.25 1.01 0.13
O: -2.50 4.90 1.47
C: -2.08 3.68 1.30
O: -1.13 3.37 0.60
C: -2.80 2.62 2.07
C: -3.87 2.81 2.95
C: -4.40 1.70 3.59
C: -3.83 0.44 3.38
C: -2.76 0.35 2.50
N: -2.29 1.41 1.86
C: -1.99 -0.92 2.19
O: -2.06 -1.94 2.83
O: -1.18 -0.76 1.20
H: -2.03 5.55 0.91
H: -4.25 3.80 3.11
H: -5.23 1.81 4.26
H: -4.19 -0.45 3.86
C: -0.14 -4.24 1.86
Sb: 0.60 -2.35 1.09
C: -0.14 -2.68 -0.90
C: 3.00 -2.68 0.54
C: 3.10 -2.26 -0.82
C: 3.11 -3.25 -1.83
C: 3.22 -2.93 -3.16
C: 3.28 -1.59 -3.54
C: 3.26 -0.60 -2.58
C: 3.17 -0.89 -1.22
C: 3.17 0.21 -0.27
Sb: 1.25 1.42 -0.12
C: 2.12 2.94 1.16
C: 1.26 2.55 -1.95
H: 0.28 -5.03 1.24
H: -1.23 -4.24 1.80
H: 0.17 -4.36 2.90
H: 0.00 -3.72 -1.18
H: 0.37 -2.04 -1.62
H: -1.20 -2.44 -0.91
H: 3.10 -3.74 0.71
H: 3.47 -2.08 1.31
H: 3.06 -4.28 -1.52
H: 3.26 -3.71 -3.90
H: 3.33 -1.33 -4.59
H: 3.32 0.44 -2.88
H: 3.85 1.00 -0.57
H: 3.37 -0.08 0.76
H: 2.91 3.45 0.62
H: 2.53 2.50 2.06
H: 1.34 3.65 1.42
H: 2.14 3.20 -1.98
H: 0.36 3.15 -1.96
H: 1.25 1.88 -2.81
F: -1.02 0.26 -1.85
P: -2.65 0.66 -2.28
F: -2.09 1.37 -3.57
F: -2.36 2.08 -1.40
F: -3.05 0.02 -0.79
F: -2.77 -0.76 -2.95
F: -4.14 1.09 -2.52

Atomic partial charges in e from the Löwdin method, atoms 1 to 6: Ni 0.51; O 0.19; C -0.44; O 0.02; C -0.13; C 0.05

---

The following is a quantum chemistry calculation of C60H48N4O2P3ReSi as an isolated structure, from OMol25.

The HOMO-LUMO gap (spin up / spin down) comes out at 0.3114 / 0.2451 hartree. The expectation value of S² is 3.80. The energy above the lowest of the compared OMol25 structures with the same formula, charge and spin comes out at 97.82 kJ/mol. Its spin multiplicity is 4. Its total charge is +1. Its LUMO energy (spin up / spin down) is -1.71 / -3.70 eV. The largest force on an atom is 0.90 eV/Å. For the HOMO energy (spin up / spin down), the calculation gives -0.3742 / -0.3810 Ha. Its calculated total energy is -4076.39152 a.u.

Cartesian coordinates (Å):
Re: 0.18 -0.26 -0.08
C: 0.40 -3.83 5.32
C: 0.02 -4.60 4.24
C: -0.35 -3.99 3.04
C: -0.33 -2.61 2.92
C: 0.07 -1.84 4.02
C: 0.43 -2.45 5.21
P: -1.02 -1.69 1.46
C: -1.81 -3.03 0.52
C: -3.17 -3.30 0.51
C: -3.65 -4.41 -0.18
C: -2.78 -5.24 -0.87
C: -1.42 -4.95 -0.90
C: -0.94 -3.85 -0.22
C: -2.27 -0.72 2.38
C: -3.24 -1.37 3.15
C: -4.13 -0.62 3.90
C: -4.03 0.77 3.92
C: -3.03 1.40 3.19
C: -2.13 0.66 2.41
Si: -0.78 1.48 1.36
C: 0.52 2.22 2.49
C: 0.28 3.29 3.35
C: 1.32 3.89 4.05
C: 2.62 3.45 3.88
C: 2.88 2.38 3.03
C: 1.83 1.75 2.36
P: 2.14 0.28 1.31
C: 3.72 0.66 0.45
C: 3.94 1.94 -0.07
C: 5.11 2.25 -0.74
C: 6.10 1.28 -0.90
C: 5.90 0.01 -0.37
C: 4.72 -0.30 0.30
C: 2.69 -1.05 2.44
C: 2.67 -2.36 1.96
C: 3.17 -3.40 2.72
C: 3.69 -3.15 3.99
C: 3.70 -1.85 4.48
C: 3.20 -0.81 3.72
C: -1.71 2.66 0.24
C: -2.02 3.98 0.58
C: -2.61 4.84 -0.34
C: -2.89 4.38 -1.62
C: -2.62 3.07 -1.96
C: -2.05 2.20 -1.04
P: -1.82 0.39 -1.37
C: -1.76 0.18 -3.18
C: -0.55 -0.48 -3.80
C: -0.54 -0.47 -5.30
C: -1.63 -0.13 -6.02
C: -2.82 0.30 -5.37
C: -2.84 0.45 -3.97
C: -3.50 -0.27 -1.01
C: -4.33 0.33 -0.06
C: -5.60 -0.18 0.19
C: -6.07 -1.27 -0.53
C: -5.25 -1.87 -1.48
C: -3.97 -1.39 -1.70
H: 0.67 -4.30 6.26
H: -0.01 -5.68 4.32
H: -0.67 -4.62 2.22
H: 0.08 -0.76 3.94
H: 0.73 -1.83 6.05
H: -3.87 -2.65 1.02
H: -4.72 -4.61 -0.19
H: -3.16 -6.10 -1.41
H: -0.75 -5.60 -1.45
H: 0.12 -3.62 -0.25
H: -3.30 -2.45 3.18
H: -4.89 -1.11 4.49
H: -4.72 1.36 4.51
H: -2.95 2.48 3.22
H: -0.73 3.67 3.48
H: 1.12 4.73 4.71
H: 3.44 3.93 4.40
H: 3.90 2.04 2.89
H: 3.20 2.72 0.08
H: 5.27 3.25 -1.12
H: 7.02 1.52 -1.41
H: 6.68 -0.74 -0.46
H: 4.60 -1.29 0.72
H: 2.25 -2.56 0.98
H: 3.14 -4.41 2.34
H: 4.07 -3.96 4.59
H: 4.08 -1.65 5.47
H: 3.19 0.19 4.13
H: -1.76 4.36 1.56
H: -2.83 5.86 -0.06
H: -3.33 5.05 -2.35
H: -2.84 2.74 -2.97
H: 0.35 -0.03 -3.40
H: 0.36 -0.82 -5.79
H: -1.61 -0.20 -7.10
H: -3.70 0.53 -5.95
H: -3.76 0.79 -3.51
H: -4.00 1.20 0.48
H: -6.23 0.29 0.93
H: -7.07 -1.65 -0.36
H: -5.61 -2.72 -2.05
H: -3.34 -1.88 -2.43
O: 1.14 2.91 -0.37
C: 1.22 2.33 -1.44
O: 0.98 1.07 -1.65
H: 1.56 2.87 -2.33
C: 3.25 -1.45 -4.32
C: 3.59 -1.10 -2.87
C: 2.49 -1.41 -1.96
N: 1.59 -1.62 -1.28
H: 4.11 -1.22 -4.95
H: 2.40 -0.87 -4.68
H: 3.02 -2.51 -4.43
H: 3.79 -0.03 -2.74
H: 4.47 -1.63 -2.52
N: -0.53 -1.90 -3.32
C: -1.14 -2.88 -3.63
N: -1.80 -3.89 -3.83
C: -1.73 -5.07 -4.41
N: -1.72 -6.13 -4.87

Atomic partial charges in e from the Löwdin method, atoms 1 to 6: Re 0.81; C -0.07; C -0.07; C -0.08; C -0.33; C -0.10